{
  "formula": "C49H40FeN11P2Si",
  "method": "ωB97M-V with the def2-TZVPD basis set",
  "elements": ["C", "N", "H", "H", "C", "C", "C", "H", "H", "C", "H", "N", "C", "H", "H", "C", "C", "C", "H", "H", "H", "C", "H", "C", "C", "N", "C", "N", "C", "C", "C", "H", "H", "N", "H", "P", "C", "H", "C", "P", "H", "H", "C", "C", "H", "Si", "H", "H", "H", "C", "C", "H", "C", "C", "H", "Fe", "C", "N", "C", "C", "C", "N", "H", "C", "C", "H", "C", "C", "C", "C", "C", "H", "C", "C", "H", "N", "C", "H", "H", "H", "C", "C", "H", "C", "H", "H", "C", "H", "C", "N", "H", "C", "H", "N", "N", "H", "H", "C", "C", "C", "C", "H", "H", "C"],
  "coordinates": [[-3.934, 2.240, 2.979], [-0.794, -0.838, 2.245], [-5.070, 1.551, -0.866], [-0.073, 3.402, 3.415], [5.899, 1.304, 0.042], [-1.127, -2.673, 1.246], [-4.153, 0.382, -4.426], [-0.211, -3.937, -0.198], [4.593, -1.128, -3.141], [4.817, -1.235, 0.099], [-5.005, -1.925, -0.070], [-1.980, -2.968, -1.073], [3.601, -2.650, 2.641], [-2.533, -0.675, -3.514], [-1.010, 4.064, -0.110], [-0.154, 3.658, 0.439], [2.806, -3.528, 4.740], [1.760, 2.933, 4.364], [-0.043, 4.247, 1.356], [3.686, 2.291, 5.097], [4.546, -4.248, 3.708], [3.081, 1.222, 3.345], [2.896, -4.226, 5.565], [3.965, 0.864, -3.690], [0.465, 3.363, -3.698], [0.308, -1.682, -3.415], [-5.579, 1.619, -2.948], [-1.615, -2.828, 2.461], [3.856, -0.346, -3.028], [1.838, 1.481, -2.774], [-5.253, 1.214, -4.231], [-5.346, -4.175, 0.424], [4.059, 1.947, 0.928], [-1.165, -3.273, -3.284], [-5.846, 1.545, -5.076], [-2.553, -0.232, -0.723], [2.922, 2.164, 4.338], [-0.858, 4.841, -4.501], [-0.738, 4.018, -3.808], [2.322, -0.436, 1.212], [4.350, -2.700, 1.866], [1.032, -2.571, 5.499], [-1.991, -4.910, 0.456], [1.771, -2.603, 4.707], [0.747, 3.829, -0.169], [-0.318, 1.794, 0.849], [-5.787, 1.158, 2.830], [-5.057, -0.169, 0.915], [0.863, -0.980, 3.680], [-1.207, -3.694, 0.166], [0.936, 1.818, 2.337], [-3.878, 0.064, -5.424], [-3.006, -1.962, -0.694], [-4.791, 1.303, 2.425], [-1.442, -5.831, 0.599], [0.057, -0.035, -0.653], [2.942, 1.783, -3.570], [-0.254, -2.658, -4.068], [6.097, -1.041, -0.400], [-1.102, -2.602, -2.164], [2.571, -1.709, 2.593], [-0.219, -1.623, -2.164], [-2.760, 4.075, -3.023], [-4.813, 1.200, -1.857], [3.724, -3.542, 3.703], [6.305, 2.309, 0.007], [-3.397, -0.037, -3.343], [-4.132, -2.566, -0.161], [-1.565, 2.551, -2.144], [1.665, -1.702, 3.657], [-3.721, 0.358, -2.038], [4.380, -2.226, 0.032], [-2.179, 1.624, 1.391], [-4.322, -3.891, 0.213], [7.643, 0.394, -0.824], [-1.378, -1.652, 3.073], [0.595, 2.275, -2.831], [6.655, -1.885, -0.787], [3.971, 0.602, 3.345], [1.609, 3.665, 5.150], [-2.654, 2.392, 2.462], [-3.091, 0.697, 0.797], [-4.256, 2.845, 3.821], [-3.346, -4.927, 0.453], [2.663, -1.431, -1.621], [-2.523, -3.743, -1.463], [2.105, 1.028, 2.353], [-2.343, 2.271, -1.450], [4.627, 1.097, 0.569], [-0.415, 1.854, -2.062], [1.304, 3.667, -4.309], [4.070, -0.181, 0.631], [-3.787, -5.896, 0.674], [1.822, 0.395, -1.998], [-0.613, -1.450, 1.066], [2.990, 2.720, -4.106], [-6.432, 2.269, -2.783], [6.648, 0.234, -0.426], [-4.368, 0.551, 1.339], [0.807, 2.767, 3.379], [-1.789, 3.599, -3.002], [-1.998, 3.123, 2.926], [4.827, 1.080, -4.310], [2.779, -0.518, -2.190]],
  "atomic_forces_ev_per_a": [[0.03, 0.01, 0.00], [-0.11, -0.14, -0.10], [0.01, -0.02, 0.00], [0.07, -0.06, -0.02], [-0.10, -0.05, 0.02], [-0.14, -0.05, -0.32], [0.02, 0.00, 0.10], [0.07, 0.03, -0.10], [-0.02, 0.03, 0.04], [-0.01, -0.05, -0.13], [0.03, 0.00, 0.02], [0.22, 0.53, 0.05], [0.02, -0.07, -0.04], [-0.06, 0.02, 0.03], [0.08, -0.04, 0.03], [0.00, 0.22, -0.12], [-0.06, 0.05, -0.02], [0.06, -0.02, 0.02], [-0.04, 0.00, -0.12], [-0.03, -0.01, -0.03], [-0.03, 0.02, 0.00], [-0.08, -0.12, -0.13], [-0.01, 0.02, -0.03], [0.12, 0.04, -0.02], [0.33, -0.09, -0.03], [-0.26, -0.31, 0.15], [0.10, -0.04, 0.12], [0.09, 0.29, 0.35], [0.12, 0.09, -0.10], [0.37, -0.12, -0.02], [0.04, -0.02, 0.02], [0.02, -0.01, 0.01], [0.03, -0.03, 0.03], [0.26, 0.07, -0.53], [0.02, -0.02, 0.02], [-0.46, -0.01, 0.14], [-0.05, 0.08, 0.05], [0.01, -0.02, 0.02], [-0.25, 0.04, 0.06], [0.41, 0.03, 0.81], [-0.04, 0.02, 0.09], [0.02, 0.00, -0.04], [-0.01, 0.09, -0.10], [0.05, -0.02, -0.05], [-0.13, -0.01, 0.12], [0.21, 0.03, 0.67], [0.04, 0.00, -0.02], [0.02, 0.01, -0.03], [0.11, 0.01, 0.01], [-0.18, 0.11, 0.05], [0.08, 0.08, 0.31], [-0.01, 0.00, 0.01], [0.46, -0.23, -0.02], [0.01, 0.00, -0.03], [-0.03, 0.02, -0.02], [-0.16, -0.44, -0.29], [-0.09, 0.08, -0.01], [0.03, 0.19, 0.30], [-0.06, 0.08, 0.02], [-0.50, -0.14, 0.67], [0.12, 0.13, -0.19], [0.35, -0.03, -0.37], [0.02, -0.01, 0.00], [-0.10, 0.11, -0.12], [-0.04, 0.05, -0.07], [-0.02, -0.03, 0.00], [-0.05, -0.02, -0.04], [-0.18, -0.21, 0.04], [0.34, -0.43, 0.44], [0.03, 0.10, 0.06], [0.11, 0.02, 0.02], [0.03, 0.06, -0.02], [-0.19, -0.12, 0.02], [0.29, -0.06, 0.02], [-0.02, -0.01, 0.02], [-0.08, -0.16, -0.36], [-0.29, 0.22, 0.08], [-0.01, 0.01, 0.00], [-0.02, -0.02, -0.01], [0.01, -0.02, -0.03], [-0.05, -0.11, -0.10], [0.33, 0.24, 0.13], [0.02, -0.03, -0.02], [-0.26, 0.15, 0.00], [-0.03, -0.01, 0.01], [-0.03, -0.04, 0.07], [-0.34, 0.01, 0.02], [0.02, -0.11, 0.01], [0.07, 0.06, -0.09], [-0.26, 0.49, -0.91], [-0.09, 0.03, 0.01], [-0.16, 0.11, 0.09], [-0.03, 0.01, -0.01], [0.00, -0.33, -0.64], [0.02, -0.04, 0.13], [0.02, -0.09, -0.04], [0.02, -0.02, 0.00], [-0.03, -0.03, 0.00], [0.04, -0.05, -0.02], [0.05, -0.25, -0.24], [0.15, 0.24, -0.18], [-0.07, -0.06, -0.06], [-0.04, 0.00, -0.01], [-0.30, 0.05, 0.52]],
  "mulliken_spin": [0.000, 0.000, 0.001, 0.001, -0.003, 0.032, -0.003, -0.004, 0.001, 0.001, 0.001, 0.014, 0.003, -0.002, -0.001, 0.018, 0.005, 0.000, 0.002, 0.000, 0.000, -0.002, 0.000, -0.003, -0.001, 0.004, -0.002, 0.005, 0.002, 0.002, 0.005, 0.000, 0.001, 0.003, 0.001, -0.014, 0.000, 0.000, 0.003, 0.080, 0.001, 0.000, 0.000, -0.004, -0.002, 0.036, 0.000, 0.000, 0.001, -0.016, -0.012, 0.000, 0.010, 0.000, 0.000, 3.569, 0.004, 0.004, -0.002, -0.010, 0.011, 0.062, 0.000, 0.003, -0.003, 0.000, 0.018, -0.003, 0.012, 0.003, 0.014, -0.002, -0.006, 0.000, 0.000, 0.001, 0.029, 0.000, -0.001, 0.000, -0.011, 0.020, 0.000, 0.000, 0.004, 0.000, -0.009, 0.000, 0.004, 0.006, 0.001, 0.010, 0.000, 0.019, 0.087, 0.001, 0.000, 0.004, -0.009, 0.001, -0.002, 0.001, 0.000, 0.005],
  "s_squared": 6.0209,
  "homo_energy_ev": [-3.494, -3.986],
  "relative_energy_ev": 0.000,
  "e_tot_ha": -4729.459792,
  "spin_multiplicity": 5,
  "charge": -1,
  "orbital_gap_ev": [5.34, 5.80]
}

{
  "formula": "C49H40N3P2RhSi",
  "method": "ωB97M-V with the def2-TZVPD basis set",
  "elements": ["H", "N", "C", "C", "C", "C", "C", "C", "C", "C", "H", "C", "C", "P", "H", "H", "H", "H", "N", "H", "H", "C", "H", "C", "C", "H", "C", "C", "C", "H", "H", "C", "H", "C", "C", "C", "H", "N", "H", "Si", "C", "H", "C", "H", "C", "H", "H", "H", "H", "C", "C", "H", "H", "H", "C", "C", "C", "H", "H", "H", "C", "H", "H", "H", "H", "C", "C", "H", "C", "C", "C", "C", "P", "H", "C", "C", "C", "H", "H", "H", "H", "H", "C", "C", "C", "C", "H", "C", "C", "C", "C", "H", "C", "C", "C", "Rh"],
  "coordinates": [[3.180, -2.590, -3.117], [0.455, 0.916, 0.190], [0.270, -4.480, 0.677], [-4.830, -1.597, 3.863], [-0.022, -0.156, 5.291], [-0.253, 2.077, 0.829], [-4.227, 0.759, 0.466], [5.214, 5.041, -5.531], [2.998, -3.449, 2.688], [3.769, 4.106, -3.898], [-2.971, -3.213, -1.024], [2.875, 4.696, -6.095], [-5.816, 1.516, -1.180], [1.161, -1.856, 1.228], [2.090, 1.482, 1.280], [4.215, -4.786, 3.837], [-6.355, 2.321, -1.661], [3.736, 1.433, -1.759], [3.314, 3.562, -2.693], [-2.432, 0.809, -1.348], [-2.525, -5.642, -0.844], [3.056, -1.842, -2.347], [-0.309, -0.703, 6.194], [3.515, -0.519, -2.559], [-3.014, -0.314, 2.852], [-5.080, 0.272, 2.887], [-4.909, 1.796, -0.167], [4.143, 5.120, -6.437], [2.045, 3.342, -2.882], [2.653, 3.299, -0.300], [3.657, 0.186, 0.452], [2.718, 4.190, -4.810], [-0.117, -0.397, -1.363], [-4.361, -0.480, 3.190], [1.849, -2.672, 2.686], [3.316, -4.185, 3.823], [6.191, 5.386, -5.842], [1.614, 3.679, -4.135], [-5.884, -1.675, 4.093], [-0.250, -1.225, 3.814], [1.011, -2.599, 3.805], [1.159, -4.850, 1.174], [-1.812, -4.930, -0.449], [-3.944, -1.375, 0.577], [-0.190, 0.659, -1.112], [-0.294, 4.586, -1.534], [0.344, 1.173, -3.219], [1.024, 0.140, 5.393], [2.054, 4.760, -6.797], [-0.098, 3.547, -1.287], [2.801, 0.136, -0.240], [0.012, 2.119, 1.900], [5.865, 4.479, -3.558], [-1.341, -1.600, -0.143], [-1.060, 2.478, -1.883], [-2.063, -3.567, -0.551], [-1.137, -2.665, -0.055], [-6.760, -0.016, -2.343], [0.672, 3.655, -4.484], [2.735, -4.726, 5.812], [1.866, 1.291, 0.224], [1.994, -3.177, -1.061], [0.732, -3.304, 5.824], [-0.652, 0.732, 5.224], [4.312, 5.523, -7.427], [-2.609, -2.456, 3.956], [5.043, 4.537, -4.259], [-5.557, -1.861, -1.224], [-3.960, -2.614, 4.210], [2.209, -1.283, -0.123], [0.190, 1.635, -2.247], [-0.653, -5.381, 0.164], [-2.967, 1.244, 1.685], [-1.923, -3.235, 4.281], [-5.370, -0.836, -0.930], [1.345, -3.353, 4.931], [0.042, -3.115, 0.556], [0.485, 4.149, 0.794], [-4.735, 2.822, 0.139], [-4.316, -3.509, 4.703], [3.644, -3.483, 1.817], [3.976, -0.256, -3.503], [-2.097, -1.293, 3.350], [1.765, 2.684, -0.419], [1.163, 2.781, -1.835], [2.399, -2.176, -1.156], [-0.466, -6.444, 0.249], [2.485, -4.149, 4.932], [-1.584, 1.344, -0.930], [-6.046, 0.201, -1.561], [-1.662, 1.653, 0.543], [-1.757, 2.852, -2.628], [-4.463, -0.562, 0.083], [0.413, 3.280, 0.147], [3.383, 0.419, -1.597], [-0.283, -0.271, 1.734]],
  "atomic_forces_ev_per_a": [[-0.01, -0.01, 0.03], [0.06, -0.08, 0.40], [0.03, -0.07, 0.04], [-0.02, 0.00, 0.01], [0.02, 0.24, 0.04], [0.15, 0.12, 0.09], [0.03, -0.11, 0.02], [-0.03, 0.01, -0.04], [0.00, 0.01, -0.01], [-0.01, -0.12, 0.19], [0.01, 0.02, 0.01], [-0.01, 0.00, -0.01], [-0.01, -0.02, 0.00], [0.39, -0.11, 0.11], [-0.02, -0.09, 0.02], [-0.01, 0.00, 0.02], [0.01, 0.00, 0.01], [0.01, -0.04, -0.02], [0.08, 0.15, -0.22], [0.00, -0.02, 0.02], [0.00, 0.01, 0.00], [0.02, 0.05, -0.03], [0.01, 0.00, -0.01], [-0.03, -0.09, -0.01], [0.02, -0.28, 0.20], [-0.02, -0.02, 0.00], [0.02, -0.01, 0.07], [0.02, -0.01, 0.03], [0.07, -0.08, 0.05], [-0.03, 0.04, -0.02], [0.01, 0.02, 0.01], [-0.21, -0.03, -0.05], [-0.06, -0.02, 0.02], [0.09, 0.13, -0.12], [0.28, -0.07, -0.26], [0.06, 0.00, -0.08], [-0.01, 0.00, 0.00], [0.13, 0.09, -0.04], [0.00, 0.01, 0.00], [0.25, 0.18, 0.03], [-0.17, -0.18, 0.35], [0.00, 0.02, 0.00], [-0.01, 0.03, -0.01], [-0.02, -0.01, 0.00], [0.17, 0.07, -0.11], [0.02, 0.01, 0.00], [-0.01, -0.03, 0.02], [-0.02, 0.01, 0.07], [-0.01, -0.01, 0.02], [0.02, -0.17, 0.13], [0.02, -0.04, -0.14], [-0.03, -0.10, 0.04], [-0.01, 0.01, -0.01], [-0.04, 0.01, -0.08], [0.01, 0.06, 0.06], [0.02, -0.06, 0.01], [0.11, -0.06, 0.09], [0.01, 0.00, 0.01], [-0.02, -0.02, 0.02], [0.00, 0.00, -0.01], [-0.02, -0.06, 0.00], [0.03, -0.01, -0.06], [0.02, -0.02, 0.00], [0.03, 0.00, 0.08], [0.03, 0.01, 0.01], [0.03, 0.09, -0.08], [0.12, 0.00, 0.03], [-0.01, 0.01, 0.00], [0.00, -0.08, 0.04], [0.14, 0.14, -0.04], [0.11, 0.01, 0.05], [0.01, -0.05, 0.01], [0.20, 0.14, -0.01], [-0.02, -0.01, -0.01], [0.05, -0.01, 0.05], [0.02, 0.01, -0.05], [-0.22, 0.27, -0.11], [-0.03, -0.01, 0.02], [-0.02, 0.00, -0.02], [-0.01, 0.02, -0.01], [-0.01, 0.00, 0.00], [0.00, 0.00, 0.00], [-0.14, 0.20, -0.32], [0.06, 0.01, 0.08], [-0.30, 0.09, -0.23], [-0.01, 0.06, 0.05], [0.00, 0.01, 0.00], [-0.08, 0.01, 0.08], [-0.07, 0.10, -0.05], [-0.02, 0.04, -0.02], [-0.16, -0.16, 0.12], [-0.03, -0.04, 0.00], [0.00, 0.04, -0.07], [0.05, 0.10, -0.10], [-0.09, -0.04, 0.15], [-1.00, -0.21, -0.54]],
  "mulliken_spin": [0.003, 0.159, -0.015, 0.030, -0.006, -0.057, 0.019, 0.000, 0.009, 0.001, 0.001, 0.000, -0.006, 0.126, 0.072, 0.000, 0.000, 0.021, 0.000, -0.008, 0.000, 0.345, 0.005, -0.075, 0.090, 0.001, 0.007, 0.000, 0.020, -0.001, 0.064, 0.000, -0.044, 0.011, 0.032, 0.000, 0.000, 0.000, 0.001, 0.136, 0.040, 0.000, 0.005, 0.007, 0.017, 0.001, -0.024, 0.005, 0.000, -0.001, -0.006, 0.068, 0.000, 0.003, 0.061, 0.013, 0.066, 0.000, 0.000, 0.000, -0.035, 0.021, 0.000, -0.003, 0.000, 0.062, 0.000, 0.001, 0.003, 0.256, 0.067, 0.004, 0.202, 0.000, -0.001, -0.007, -0.067, 0.003, -0.002, 0.002, 0.000, 0.004, 0.121, -0.029, -0.024, -0.061, 0.000, 0.003, 0.007, 0.009, 0.477, 0.003, -0.006, 0.089, 0.293, 1.412],
  "s_squared": 6.0527,
  "homo_energy_ev": [-12.176, -12.191],
  "relative_energy_ev": 0.000,
  "e_tot_ha": -3137.556378,
  "spin_multiplicity": 5,
  "charge": 2,
  "orbital_gap_ev": [6.34, 4.86]
}